# 1
An isolated molecule of C25H26N4O4 at a distorted geometry, computed with ωB97M-V/def2-TZVPD.

```
! wB97M-V def2-TZVPD RIJCOSX def2/J DEFGRID3
* xyz 0 1
O 0.012 -0.824 1.784
C 0.649 -0.410 2.742
N 1.941 -0.021 2.652
C 2.591 0.025 1.363
C 1.807 0.956 0.428
O 1.441 2.049 0.808
N 1.567 0.501 -0.822
C 1.990 -0.762 -1.323
C 1.316 -1.921 -0.955
C 1.698 -3.136 -1.495
C 2.740 -3.199 -2.405
C 3.415 -2.045 -2.765
C 3.046 -0.827 -2.224
C 0.953 1.438 -1.764
C -0.428 1.971 -1.321
O -0.852 2.991 -1.820
N -1.131 1.182 -0.494
C -2.431 1.588 0.000
C -2.397 1.885 1.511
C -3.028 0.654 2.156
C -4.140 0.294 1.177
C -3.462 0.455 -0.184
C 0.749 0.814 -3.117
C -0.175 -0.209 -3.310
C -0.315 -0.759 -4.572
C 0.473 -0.261 -5.599
N 1.337 0.724 -5.433
C 1.464 1.248 -4.228
C 0.100 -0.349 4.102
C -1.052 -0.879 4.626
C -1.065 -0.523 5.991
C 0.075 0.194 6.201
O 0.787 0.301 5.074
H 2.344 0.484 3.424
H 3.596 0.429 1.488
H 2.652 -0.985 0.953
H 0.511 -1.862 -0.237
H 1.173 -4.035 -1.209
H 3.027 -4.148 -2.832
H 4.231 -2.091 -3.470
H 3.568 0.076 -2.502
H 1.596 2.324 -1.857
H -0.681 0.433 0.016
H -2.697 2.478 -0.574
H -1.378 2.067 1.849
H -2.993 2.771 1.727
H -3.392 0.846 3.164
H -2.295 -0.152 2.189
H -4.530 -0.712 1.328
H -4.965 1.002 1.273
H -4.170 0.674 -0.980
H -2.935 -0.466 -0.442
H -0.774 -0.566 -2.486
H -1.022 -1.553 -4.755
H 0.409 -0.662 -6.602
H 2.175 2.060 -4.145
H -1.782 -1.458 4.100
H -1.816 -0.766 6.713
H 0.472 0.665 7.079
*
```

As for the structure (SMILES): O=C(NCC(=O)N(c1ccccc1)[C@H](C(=O)NC1CCCC1)c1cccnc1)c1ccco1. The energy relative to the best compared isomer or geometry (same formula, charge and spin) is 1.167 eV. For the energy, the calculation gives -40498.6055 eV. As for the HOMO-LUMO gap: 9.5 eV.

# 2
An isolated molecule of C25H26N4O4 at a distorted geometry, computed with ωB97M-V/def2-TZVPD.

```
! wB97M-V def2-TZVPD RIJCOSX def2/J DEFGRID3
* xyz 0 1
H -0.076 5.617 0.370
N 0.252 4.798 0.877
C 0.802 3.918 0.144
N 1.017 3.995 -1.204
C 1.315 2.689 0.788
C 0.633 2.133 1.864
C 1.098 0.971 2.450
C 2.245 0.360 1.974
C 2.942 0.908 0.903
C 4.184 0.253 0.367
C 3.888 -1.006 -0.480
C 3.485 -2.158 0.421
O 2.404 -2.694 0.467
O 4.518 -2.526 1.179
C 4.317 -3.585 2.107
C 2.872 -0.745 -1.608
C 2.942 -1.857 -2.660
N 1.523 -0.647 -1.101
C 0.647 0.301 -1.472
O 0.958 1.260 -2.167
C -0.749 0.092 -0.995
C -1.578 1.197 -0.829
C -2.902 1.040 -0.474
C -3.447 -0.233 -0.310
C -4.869 -0.415 -0.012
C -5.584 0.465 0.804
C -6.920 0.272 1.044
N -7.607 -0.761 0.499
O -8.832 -0.911 0.720
C -6.931 -1.628 -0.292
C -5.593 -1.481 -0.553
C -2.612 -1.339 -0.473
C -1.281 -1.180 -0.801
C 2.472 2.076 0.324
H 0.555 4.735 -1.709
H 1.152 3.132 -1.716
H -0.254 2.626 2.228
H 0.565 0.542 3.285
H 2.608 -0.542 2.447
H 4.843 -0.035 1.190
H 4.719 0.962 -0.267
H 4.837 -1.306 -0.940
H 3.255 -3.688 2.336
H 4.687 -4.517 1.677
H 4.882 -3.340 3.004
H 3.097 0.217 -2.080
H 3.932 -1.900 -3.106
H 2.218 -1.664 -3.448
H 2.715 -2.819 -2.206
H 1.241 -1.403 -0.494
H -1.171 2.183 -0.989
H -3.530 1.912 -0.362
H -5.086 1.299 1.272
H -7.504 0.923 1.677
H -7.523 -2.432 -0.701
H -5.112 -2.191 -1.206
H -3.006 -2.334 -0.327
H -0.671 -2.062 -0.940
H 3.017 2.524 -0.495
*
```

As for the structure (SMILES): [H]/N=C(\N)c1cccc(C[C@@H](C(=O)OC)[C@@H](C)NC(=O)c2ccc(-c3cc[n+]([O-])cc3)cc2)c1. The energy relative to the best compared isomer or geometry (same formula, charge and spin) is 2.148 eV. For the energy, the calculation gives -40497.6246 eV. As for the HOMO-LUMO gap: 8.1 eV.

# 3
A structure of composition C25H26N4PPdS at a distorted geometry, computed with ωB97M-V/def2-TZVPD.

```
! wB97M-V def2-TZVPD RIJCOSX def2/J DEFGRID3
* xyz 3 1
Pd -0.346 0.330 0.406
C -1.898 -5.279 -3.807
C -2.352 -5.255 -2.485
C -2.035 -4.196 -1.668
C -1.184 -3.183 -2.180
C -0.764 -3.186 -3.534
C -1.108 -4.251 -4.332
P -0.655 -1.930 -1.130
C -1.331 -1.818 0.474
C -0.463 -1.864 1.606
C -1.020 -1.804 2.891
C -2.376 -1.643 3.052
C -3.233 -1.551 1.934
C -2.733 -1.636 0.663
C 1.016 -1.490 -1.150
C 2.081 -2.124 -1.824
C 3.344 -1.594 -1.684
C 3.545 -0.435 -0.927
C 2.499 0.223 -0.273
C 1.243 -0.312 -0.407
H -2.181 -6.106 -4.446
H -2.955 -6.068 -2.105
H -2.389 -4.164 -0.646
H -0.186 -2.363 -3.937
H -0.787 -4.286 -5.364
H 0.580 -2.126 1.482
H -0.372 -1.908 3.750
H -2.799 -1.601 4.047
H -4.297 -1.424 2.086
H -3.396 -1.588 -0.194
H 1.916 -3.022 -2.404
H 4.187 -2.077 -2.159
H 4.546 -0.028 -0.847
H 2.677 1.128 0.294
N -0.669 2.287 -2.234
C -1.574 3.188 -2.652
C -2.762 2.898 -2.019
C -2.481 1.782 -1.233
N -1.208 1.400 -1.378
H 0.285 2.192 -2.538
H -1.315 3.952 -3.367
H -3.699 3.418 -2.118
H -3.144 1.243 -0.573
C 0.689 5.213 2.315
N 1.546 4.087 2.651
C 2.904 4.312 3.173
C 3.404 2.891 3.483
N 2.339 2.060 2.894
C 1.286 2.803 2.524
S -0.235 2.176 2.021
H 1.160 5.813 1.537
H 0.545 5.831 3.200
H -0.274 4.849 1.970
H 2.860 4.950 4.054
H 3.506 4.815 2.416
H 3.481 2.707 4.553
H 4.364 2.678 3.021
H 2.222 1.087 3.118
*
```

The energy relative to the best compared isomer or geometry (same formula, charge and spin) is 0.151 eV. For the energy, the calculation gives -55882.7487 eV. As for the HOMO-LUMO gap (alpha / beta): 4.7 / 4.7 eV.

# 4
A cluster of 2 separate species, C25H26O4 in total at a distorted geometry, computed with ωB97M-V/def2-TZVPD.

```
! wB97M-V def2-TZVPD RIJCOSX def2/J DEFGRID3
* xyz 0 1
C 5.147 -2.335 2.624
O 4.314 -1.306 3.206
C 3.416 -0.692 2.389
C 2.789 0.477 2.888
C 1.765 1.047 2.180
C 1.358 0.538 0.910
C 0.280 1.177 0.237
C 0.185 1.413 -1.150
C -0.940 2.140 -1.653
C -1.197 2.222 -2.992
C -0.292 1.637 -3.919
O -0.672 1.607 -5.220
C 0.207 0.937 -6.156
C 0.923 1.074 -3.453
C 1.151 0.972 -2.098
C 2.025 -0.610 0.413
C 3.047 -1.209 1.126
H 5.837 -2.596 3.426
H 4.548 -3.213 2.333
H 5.698 -1.953 1.749
H 3.127 0.874 3.845
H 1.240 1.918 2.574
H -0.432 1.705 0.872
H -1.623 2.600 -0.942
H -2.098 2.690 -3.383
H -0.297 1.054 -7.115
H 1.198 1.417 -6.180
H 0.315 -0.130 -5.903
H 1.662 0.694 -4.161
H 2.084 0.533 -1.752
H 1.711 -1.053 -0.534
H 3.557 -2.087 0.719
C 0.461 -2.906 3.963
C -0.310 -1.667 3.608
O -0.686 -1.768 2.223
C -1.484 -0.723 1.850
C -1.866 -0.806 0.470
C -2.898 -0.058 -0.095
C -3.499 1.075 0.551
C -4.388 1.885 -0.141
C -4.744 1.592 -1.468
C -4.233 0.437 -2.087
C -3.339 -0.380 -1.421
O -1.749 0.184 2.649
H 0.886 -2.771 4.962
H -0.211 -3.771 3.988
H 1.270 -3.098 3.248
H -1.215 -1.584 4.225
H 0.305 -0.767 3.754
H -1.396 -1.589 -0.118
H -3.213 1.277 1.582
H -4.820 2.753 0.364
H -5.432 2.247 -2.010
H -4.545 0.179 -3.102
H -2.927 -1.284 -1.878
*
```

The energy relative to the best compared isomer or geometry (same formula, charge and spin) is 0.851 eV. For the energy, the calculation gives -34534.1437 eV. As for the HOMO-LUMO gap: 4.5 eV.

# 5
A structure of composition C25H27AsF9N5SV, computed with ωB97M-V/def2-TZVPD.

```
! wB97M-V def2-TZVPD RIJCOSX def2/J DEFGRID3
* xyz 1 3
V -0.218 -0.396 0.455
C -0.041 1.811 2.697
C 0.875 2.214 1.524
N 1.359 1.007 0.825
C 2.503 0.385 1.550
C 2.528 -1.126 1.371
N 1.166 -1.675 1.549
C 0.740 -1.815 2.965
C 0.284 -0.492 3.581
N -0.429 0.388 2.610
H 0.445 2.005 3.654
H -0.940 2.426 2.676
H 0.325 2.820 0.806
H 1.720 2.813 1.876
H 1.681 1.255 -0.103
H 3.446 0.826 1.219
H 2.396 0.638 2.600
H 2.869 -1.385 0.369
H 3.228 -1.566 2.088
H 1.132 -2.604 1.136
H -0.079 -2.531 2.980
H 1.558 -2.231 3.559
H -0.371 -0.717 4.423
H 1.127 0.065 3.986
H -1.420 0.289 2.802
S 2.440 -2.370 -3.070
C 3.643 -1.236 -2.553
C 5.006 -1.233 -2.831
C 5.763 -0.174 -2.373
C 5.165 0.880 -1.676
C 3.812 0.873 -1.400
C 3.037 -0.215 -1.813
N 1.658 -0.375 -1.625
C 1.230 -1.429 -2.270
C -0.190 -1.758 -2.332
C -0.697 -2.459 -3.427
C -2.056 -2.682 -3.527
C -2.893 -2.198 -2.530
C -2.371 -1.516 -1.442
C -1.003 -1.278 -1.299
H 5.458 -2.031 -3.404
H 6.823 -0.145 -2.579
H 5.766 1.724 -1.368
H 3.365 1.733 -0.916
H -0.034 -2.804 -4.212
H -2.459 -3.221 -4.373
H -3.960 -2.366 -2.589
H -3.065 -1.190 -0.677
F -4.517 3.870 -2.884
C -3.982 4.255 -1.719
F -4.978 4.551 -0.881
F -3.277 5.373 -1.942
C -3.088 3.166 -1.165
C -1.885 2.886 -1.801
C -1.097 1.877 -1.298
N -1.434 1.166 -0.209
C -2.606 1.427 0.381
C -3.462 2.422 -0.064
H -1.574 3.432 -2.680
H -0.172 1.587 -1.784
H -2.892 0.791 1.209
H -4.401 2.591 0.442
F -1.714 -1.449 1.318
As -3.076 -2.407 2.253
F -3.388 -3.230 0.793
F -4.085 -1.095 1.743
F -4.289 -3.186 3.141
F -1.840 -3.539 2.643
F -2.564 -1.424 3.595
*
```

The energy relative to the best compared isomer or geometry (same formula, charge and spin) is 0.730 eV. For the energy, the calculation gives -155633.5826 eV. As for the HOMO-LUMO gap (alpha / beta): 8.1 / 7.9 eV.

# 6
A structure of composition C25H27BCl2FN8O2Pd at a distorted geometry, computed with ωB97M-V/def2-TZVPD.

```
! wB97M-V def2-TZVPD RIJCOSX def2/J DEFGRID3
* xyz 0 2
Pd 0.151 0.086 0.113
C -0.003 2.594 3.012
C 0.183 1.131 3.225
C 0.430 0.545 4.462
C 0.486 -0.806 4.213
N 0.278 -1.017 2.916
N 0.118 0.178 2.276
B 0.229 -2.372 2.122
N 1.513 -2.421 1.297
C 2.582 -3.221 1.359
C 3.470 -2.819 0.385
C 2.844 -1.748 -0.256
C 3.336 -0.972 -1.426
N 1.670 -1.498 0.331
N -1.034 -2.351 1.221
C -2.055 -3.224 1.195
C -2.994 -2.769 0.294
C -2.470 -1.596 -0.231
C -3.051 -0.720 -1.280
N -1.288 -1.354 0.345
N 0.095 -3.588 2.992
C -0.513 -3.819 4.183
C -0.680 -5.175 4.310
C -0.158 -5.716 3.113
C -0.154 -7.137 2.656
N 0.310 -4.762 2.339
H -0.180 3.065 3.978
H -0.866 2.809 2.389
H 0.880 3.073 2.588
H 0.532 1.042 5.409
H 0.672 -1.625 4.886
H 2.613 -4.035 2.058
H 4.414 -3.270 0.136
H 3.930 -1.616 -2.075
H 3.968 -0.135 -1.124
H 2.499 -0.604 -2.015
H -2.024 -4.138 1.757
H -3.876 -3.296 -0.012
H -3.905 -1.216 -1.737
H -2.324 -0.531 -2.067
H -3.402 0.228 -0.864
H -0.859 -3.025 4.823
H -1.141 -5.700 5.127
H -0.421 -7.801 3.479
H 0.828 -7.426 2.285
H -0.871 -7.272 1.841
F 1.662 1.247 -5.209
C 1.178 1.451 -3.979
C 2.060 1.840 -2.986
C 1.555 2.043 -1.717
C 0.179 1.880 -1.458
C -0.362 2.073 -0.144
C -0.678 1.476 -2.510
C -0.183 1.261 -3.773
H 3.107 1.957 -3.219
H 2.214 2.341 -0.910
H -1.432 2.211 -0.020
H 0.255 2.584 0.581
H -1.729 1.343 -2.306
H -0.807 0.943 -4.594
Cl -1.656 -5.979 -0.219
C 0.305 -3.903 -1.742
Cl 1.874 -4.579 -1.986
C 0.048 -2.597 -2.287
O -0.437 -3.537 -3.051
O 0.102 -1.397 -2.315
H -0.314 -4.471 -1.009
*
```

For the energy, the calculation gives -74297.1733 eV. As for the HOMO-LUMO gap (alpha / beta): 4.6 / 4.8 eV.

# 7
A cluster of 4 separate species, C25H27BF3O8 in total, computed with ωB97M-V/def2-TZVPD.

```
! wB97M-V def2-TZVPD RIJCOSX def2/J DEFGRID3
* xyz -1 1
C 4.511 0.566 3.609
C 5.229 1.289 2.465
C 4.453 2.488 1.912
O 3.858 3.206 2.934
B 2.945 4.330 2.488
C 1.732 4.421 3.613
C 0.942 3.134 3.708
O 0.329 2.817 2.446
C 0.626 1.561 1.976
C -0.191 0.465 2.644
F -0.148 -0.689 1.880
F 0.225 0.105 3.890
F -1.513 0.797 2.736
H 5.054 0.672 4.540
H 3.515 0.955 3.770
H 4.428 -0.498 3.404
H 5.399 0.586 1.656
H 6.189 1.650 2.820
H 5.175 3.132 1.391
H 3.728 2.158 1.160
H 3.574 5.405 2.544
H 2.519 4.140 1.354
H 2.219 4.548 4.579
H 1.057 5.253 3.430
H 0.128 3.213 4.433
H 1.608 2.335 4.019
H 1.685 1.317 2.053
H 0.350 1.521 0.926
C 1.594 -3.514 -0.326
C 1.978 -2.537 0.492
C 3.144 -1.676 0.171
O 3.496 -0.792 0.916
C 3.865 -1.947 -1.100
C 3.480 -2.924 -1.916
C 2.315 -3.784 -1.594
O 1.964 -4.673 -2.342
H 0.745 -4.152 -0.113
H 1.464 -2.317 1.418
H 4.710 -1.304 -1.315
H 3.989 -3.138 -2.848
C -2.572 -2.985 0.449
C -2.362 -1.808 -0.134
C -2.561 -1.631 -1.594
O -2.369 -0.562 -2.134
C -3.005 -2.812 -2.377
C -3.216 -3.987 -1.792
C -3.016 -4.166 -0.331
O -3.209 -5.238 0.200
H -2.429 -3.137 1.512
H -2.034 -0.938 0.419
H -3.141 -2.659 -3.440
H -3.536 -4.863 -2.342
C -7.114 0.586 -5.271
C -6.186 0.451 -6.214
C -4.741 0.412 -5.872
O -3.900 0.282 -6.734
C -4.372 0.530 -4.439
C -5.301 0.664 -3.496
C -6.745 0.701 -3.837
O -7.596 0.816 -2.982
H -8.173 0.616 -5.496
H -6.432 0.363 -7.265
H -3.315 0.496 -4.205
H -5.051 0.751 -2.447
*
```

For the energy, the calculation gives -51569.8029 eV. As for the HOMO-LUMO gap: 3.9 eV.

# 8
A structure of composition C25H27FeI2N7O3Se2Te at a distorted geometry, computed with ωB97M-V/def2-TZVPD.

```
! wB97M-V def2-TZVPD RIJCOSX def2/J DEFGRID3
* xyz 0 1
Fe -0.383 -0.300 -0.385
C 2.579 -4.388 1.595
C 1.758 -3.404 0.802
N 0.902 -3.733 -0.087
O 0.721 -5.074 -0.340
C 1.969 -1.956 1.044
C 3.166 -1.481 1.810
N 1.133 -1.127 0.538
O 1.273 0.185 0.685
H 2.006 -5.282 1.850
H 2.905 -3.949 2.533
H 3.473 -4.695 1.047
H 1.402 -5.591 0.115
H 4.085 -1.918 1.414
H 3.102 -1.753 2.867
H 3.228 -0.399 1.735
Se -3.752 1.009 -1.533
Se -2.011 -0.274 -3.207
C -2.316 -1.766 -2.058
C -3.138 -2.806 -2.463
C -3.362 -3.856 -1.588
C -2.732 -3.844 -0.357
C -1.908 -2.781 -0.039
N -1.711 -1.747 -0.862
C -2.204 2.106 -1.372
C -2.334 3.469 -1.635
C -1.232 4.295 -1.552
C -0.005 3.731 -1.237
C 0.058 2.371 -1.028
N -1.008 1.554 -1.088
H -3.591 -2.771 -3.442
H -4.011 -4.675 -1.871
H -2.857 -4.649 0.353
H -1.375 -2.748 0.899
H -3.306 3.852 -1.909
H -1.324 5.355 -1.749
H 0.896 4.324 -1.159
H 0.999 1.893 -0.789
I -2.017 -1.561 5.485
C -1.969 -0.866 3.542
C -3.016 -0.373 2.791
N -2.507 -0.073 1.591
N -1.194 -0.322 1.517
C -0.853 -0.812 2.700
H -4.054 -0.217 3.030
H -2.976 0.339 0.782
H 0.165 -1.095 2.905
N 0.329 3.073 3.071
C -0.923 3.574 3.152
O -1.751 3.465 2.269
C -1.273 4.302 4.425
I -1.692 2.902 5.993
H 0.584 2.500 2.269
H 0.951 3.126 3.857
H -2.182 4.868 4.266
H -0.472 4.940 4.790
Te 0.645 -1.150 -2.707
C 1.964 0.350 -3.408
C 3.331 0.087 -3.420
C 4.226 1.055 -3.855
C 3.764 2.287 -4.296
C 2.400 2.546 -4.304
C 1.504 1.583 -3.863
H 3.698 -0.876 -3.088
H 5.287 0.842 -3.854
H 4.463 3.040 -4.638
H 2.029 3.501 -4.657
H 0.441 1.790 -3.881
*
```

The energy relative to the best compared isomer or geometry (same formula, charge and spin) is 0.444 eV. For the energy, the calculation gives -231507.3906 eV. As for the HOMO-LUMO gap (alpha / beta): 6.0 / 6.0 eV.